Record 1
Entry from the OMol25 dataset: a cluster of 2 separate species, C4H8O2 in total (the ωB97M-V functional and the def2-TZVPD basis).

Each line ends with the Löwdin charge.
Geometry (Å):
O (-0.7049, -1.0798, -1.5441)  0.019
C (-0.9514, -0.4042, -0.5728)  -0.294
C (-0.0329, 0.6747, -0.0352)  -0.152
C (0.9621, 0.1181, 1.0218)  -0.141
C (0.4095, -1.1097, 1.7163)  -0.282
O (-0.1778, -1.0724, 2.7693)  0.059
H (-1.8891, -0.5668, 0.0027)  0.133
H (-0.6500, 1.4514, 0.4273)  0.118
H (0.5216, 1.1117, -0.8696)  0.098
H (1.1598, 0.8798, 1.7811)  0.118
H (1.9036, -0.1471, 0.5294)  0.118
H (0.5528, -2.0738, 1.1705)  0.134
H (-0.5937, 1.4662, -3.2947)  0.049
H (-0.5096, 0.7520, -3.1021)  0.023

Values from the calculation:
SMILES: O=CCCC=O.[H][H]
Relative energy (zero: lowest compared OMol25 entry of this formula, charge and spin): 238.57 kJ/mol
Gap between HOMO and LUMO: 0.3902 Ha
Lowest unoccupied orbital energy: 0.6 eV


Record 2
Entry from the OMol25 dataset: a cluster of 2 separate species, CH2N2O2S in total (the ωB97M-V functional and the def2-TZVPD basis).

Each line ends with the Löwdin charge.
Geometry (Å):
C (2.3009, 1.3846, -0.0538)  -0.102
N (2.9518, 1.9738, 0.6810)  -0.015
N (-1.5844, -0.0055, -0.0811)  -0.032
O (0.1597, -1.2788, 1.3281)  -0.305
O (-0.2666, -1.9149, -1.0712)  -0.323
S (-0.1431, -0.9426, -0.0013)  0.727
H (-1.7713, -0.1246, -1.0122)  0.011
H (-1.6470, 0.9081, 0.2107)  0.040

Values from the calculation:
Relative energy (zero: lowest compared OMol25 entry of this formula, charge and spin): 706.50 kJ/mol
Gap between HOMO and LUMO (spin up / spin down): 0.3614 / 0.2106 Ha
Lowest unoccupied orbital energy (spin up / spin down): -2.7 / -4.3 eV


Record 3
Entry from the OMol25 dataset: the ion C4H9NO2 with charge -2 (the ωB97M-V functional and the def2-TZVPD basis).

Each line ends with the Löwdin charge.
Geometry (Å):
O (-2.5645, 2.0982, 0.8184)  -0.423
C (-2.1292, 0.8452, 1.0123)  -0.563
C (-1.0812, 0.3263, -0.1377)  -0.210
C (0.0847, -0.5505, 0.3039)  -0.317
N (1.4502, -0.0213, 0.0703)  -0.086
C (2.1856, -0.4356, -1.2104)  -0.595
O (3.0750, -1.4101, -1.0550)  -0.395
H (-2.9608, 0.1067, 0.8221)  0.050
H (-1.6217, 0.6956, 1.9958)  0.055
H (-0.6718, 1.1964, -0.6620)  0.081
H (-1.7281, -0.2593, -0.8189)  0.067
H (0.0166, -1.6076, 0.0110)  0.085
H (-0.0769, -0.6510, 1.4108)  0.083
H (1.9557, -0.2456, 0.9059)  0.048
H (2.6806, 0.5308, -1.5037)  0.050
H (1.3858, -0.6182, -1.9626)  0.070

Values from the calculation:
Net charge: -2
SMILES: [O-]CCCNC[O-]
Relative energy (zero: lowest compared OMol25 entry of this formula, charge and spin): 62.76 kJ/mol
Gap between HOMO and LUMO: 0.2400 Ha
Lowest unoccupied orbital energy: 7.3 eV


Record 4
Entry from the OMol25 dataset: the molecule C3H6N2O (the ωB97M-V functional and the def2-TZVPD basis).

Each line ends with the Löwdin charge.
Geometry (Å):
N (-1.1616, -0.1734, -0.0602)  0.001
C (-0.0921, 0.0471, 0.8914)  -0.260
C (1.2038, -0.3106, 0.1547)  -0.218
N (1.2489, 0.3873, -1.1101)  0.088
C (0.2742, 0.7356, -1.7642)  -0.366
O (-0.4788, 1.1720, -2.5540)  0.127
H (-1.3557, -1.1549, -0.2109)  0.092
H (-2.0161, 0.3426, 0.0854)  0.089
H (-0.0572, 1.1120, 1.1492)  0.119
H (-0.1891, -0.5204, 1.8294)  0.107
H (2.0913, -0.0514, 0.7402)  0.109
H (1.2412, -1.3958, -0.0223)  0.112

Values from the calculation:
SMILES: NCCN=C=O
Relative energy (zero: lowest compared OMol25 entry of this formula, charge and spin): 86.74 kJ/mol
Gap between HOMO and LUMO: 0.3848 Ha
Lowest unoccupied orbital energy: 0.8 eV


Record 5
Entry from the OMol25 dataset: a cluster of 2 separate species, C4H10P2 in total (the ωB97M-V functional and the def2-TZVPD basis).

Each line ends with the Löwdin charge.
Geometry (Å):
H (0.0174, 1.5032, -2.0618)  -0.167
P (-0.6982, 2.0684, -0.9875)  0.804
C (0.3152, 1.4471, 0.1338)  -1.078
C (-0.1117, 1.5431, 1.5159)  -0.290
P (2.0143, 0.6598, -0.1145)  0.788
H (-1.0927, 0.9599, 1.5860)  0.087
H (0.7375, 1.2059, 2.1771)  0.064
H (-0.3006, 2.5609, 1.8630)  0.064
H (1.6109, -0.5087, 0.6039)  -0.114
H (1.6929, 0.1202, -1.3840)  -0.126
C (-0.8668, -1.7568, -1.1686)  -0.116
C (-0.7330, -2.1000, 0.1104)  -0.123
H (-1.2055, -0.9305, -1.7516)  0.011
H (-0.3411, -2.4653, -1.9094)  0.072
H (0.1338, -2.7810, 0.4133)  0.073
H (-1.1725, -1.5261, 0.9742)  0.050

Values from the calculation:
SMILES: [H]/P=C(/C)P.C=C
Relative energy (zero: lowest compared OMol25 entry of this formula, charge and spin): 162.16 kJ/mol
Gap between HOMO and LUMO: 0.3309 Ha
Lowest unoccupied orbital energy: 0.1 eV


no.,energy (eV)
1,-8370.8091
2,-18974.0059
3,-9874.6997
4,-8235.7997
5,-22884.0346